{"formula": "C33H77N7O13S2", "method": "the ωB97M-V functional and the def2-TZVPD basis", "elements": ["C", "S", "O", "C", "H", "H", "H", "H", "H", "H", "C", "S", "O", "C", "H", "H", "H", "H", "H", "H", "C", "O", "N", "C", "C", "H", "H", "H", "H", "H", "H", "H", "C", "O", "N", "C", "C", "H", "H", "H", "H", "H", "H", "H", "C", "O", "N", "C", "C", "H", "H", "H", "H", "H", "H", "H", "C", "O", "N", "C", "C", "H", "H", "H", "H", "H", "H", "H", "C", "O", "N", "C", "C", "H", "H", "H", "H", "H", "H", "H", "C", "O", "N", "C", "C", "H", "H", "H", "H", "H", "H", "H", "C", "O", "N", "C", "C", "H", "H", "H", "H", "H", "H", "H", "O", "C", "O", "C", "C", "C", "H", "H", "H", "H", "H", "H", "H", "H", "O", "C", "O", "C", "C", "C", "H", "H", "H", "H", "H", "H", "H", "H"], "xyz": [[-5.9677, -3.8578, 5.9418], [-5.9618, -4.2382, 7.7278], [-5.4613, -2.9616, 8.3953], [-7.8346, -4.4169, 8.0122], [-4.9748, -3.4492, 5.7538], [-6.7222, -3.1045, 5.7148], [-6.0515, -4.7474, 5.3176], [-8.0542, -4.2902, 9.0723], [-8.2334, -5.3497, 7.6136], [-8.3394, -3.5825, 7.5253], [7.1759, 1.1383, 5.2537], [7.7399, 0.8770, 6.9647], [7.4032, 2.1131, 7.7490], [6.4684, -0.4939, 7.2825], [6.1226, 1.3798, 5.3965], [7.2167, 0.1903, 4.7174], [7.7309, 1.8671, 4.6630], [5.4953, -0.3168, 6.8246], [6.5306, -0.6735, 8.3558], [6.8555, -1.3847, 6.7878], [7.4453, -2.3006, -9.5433], [8.6124, -2.6003, -9.1617], [6.6819, -1.4508, -8.8840], [5.2839, -1.0883, -9.1889], [7.1250, -0.6678, -7.7371], [6.9041, -2.7508, -10.3898], [5.0919, -0.0192, -9.2801], [4.5609, -1.4294, -8.4480], [4.9330, -1.4694, -10.1480], [6.3669, -0.1331, -7.1649], [7.4934, -1.3002, -6.9294], [7.8575, 0.0955, -7.9996], [-7.7583, 4.4747, 5.2430], [-7.2847, 3.9292, 4.2244], [-8.6084, 5.4408, 5.1889], [-9.2687, 5.8416, 6.4316], [-9.0623, 6.0679, 3.9925], [-7.4540, 4.2466, 6.2763], [-8.9149, 5.2552, 7.2796], [-10.2739, 5.4270, 6.3558], [-9.1997, 6.9008, 6.6797], [-8.5401, 5.9088, 3.0491], [-10.0178, 5.5825, 3.7938], [-9.1979, 7.1257, 4.2176], [-5.1386, -1.1242, -11.6523], [-6.1521, -1.7890, -11.4514], [-4.1074, -1.1529, -10.7327], [-4.0525, -1.9351, -9.5081], [-3.0517, -0.0885, -10.7822], [-4.8094, -0.4955, -12.4941], [-3.0831, -2.4058, -9.3447], [-4.8034, -2.7223, -9.4408], [-4.3104, -1.3069, -8.6554], [-3.2614, 0.5267, -9.9071], [-2.0760, -0.5204, -10.5595], [-3.0124, 0.4688, -11.7181], [11.2774, -5.0017, 0.7193], [11.0258, -5.0361, 1.9017], [10.3079, -5.0871, -0.1903], [10.7197, -4.9261, -1.6573], [8.9135, -5.2863, 0.1281], [12.3113, -5.0496, 0.3437], [10.4165, -3.9336, -1.9909], [10.2127, -5.7448, -2.1678], [11.7841, -4.9546, -1.8903], [8.4831, -4.2886, 0.0409], [8.4758, -6.0274, -0.5407], [8.7477, -5.6355, 1.1472], [11.3696, 3.2033, -1.5992], [10.1999, 3.0894, -1.9372], [12.1164, 4.1804, -2.1481], [11.7906, 5.2180, -3.1343], [13.5529, 4.0876, -1.7963], [11.9093, 2.5870, -0.8637], [10.7471, 5.3216, -3.4320], [12.2559, 5.0690, -4.1087], [12.1260, 6.1889, -2.7697], [14.2488, 4.0198, -2.6325], [13.7937, 5.0851, -1.4287], [13.7742, 3.3399, -1.0348], [1.2948, -6.5139, 2.7168], [1.3192, -7.1744, 1.6439], [0.5410, -6.8597, 3.7882], [0.7345, -6.1560, 5.0811], [-0.4292, -7.9067, 3.8411], [1.7778, -5.5400, 2.8915], [1.0014, -6.8615, 5.8679], [-0.0491, -5.4914, 5.4451], [1.5413, -5.4232, 5.0940], [-1.2218, -7.5501, 4.4989], [-0.8875, -8.2481, 2.9129], [0.0150, -8.8343, 4.2020], [-0.2473, 0.0293, 0.6748], [0.6363, 0.0077, 1.5694], [0.1034, -0.0131, -0.6426], [-0.9305, -0.5209, -1.5881], [1.4776, -0.0227, -1.2090], [-1.3337, 0.1223, 0.8278], [-0.8411, -0.0398, -2.5620], [-1.9593, -0.3707, -1.2609], [-0.8043, -1.5938, -1.7336], [2.1308, 0.5769, -0.5750], [1.7649, -1.0738, -1.2356], [1.5060, 0.4247, -2.2025], [-11.9494, -2.6332, 0.9383], [-12.0043, -2.0393, -0.1377], [-13.1136, -1.7788, -0.8514], [-14.4069, -2.1804, -0.2976], [-15.5046, -1.7984, -1.2415], [-10.6765, -1.6621, -0.7627], [-14.4662, -1.7511, 0.7026], [-14.4281, -3.2628, -0.1713], [-16.4933, -2.0469, -0.8556], [-15.3976, -2.4469, -2.1110], [-15.5388, -0.7721, -1.6071], [-9.8625, -2.2957, -0.4105], [-10.4045, -0.6409, -0.4958], [-10.6122, -1.6892, -1.8504], [-2.7159, 7.8443, 0.8568], [-1.6496, 7.7272, 1.3998], [-1.2296, 8.1610, 2.6234], [-2.0489, 8.9439, 3.4569], [-1.2055, 9.6566, 4.4881], [-0.5428, 7.2141, 0.5333], [-2.8846, 8.3558, 3.8361], [-2.6579, 9.6610, 2.9064], [-1.8685, 10.0368, 5.2652], [-0.6702, 10.4762, 4.0088], [-0.5631, 8.9660, 5.0345], [0.2699, 7.9380, 0.4727], [-0.9417, 7.0665, -0.4703], [-0.1895, 6.3247, 1.0550]], "forces_ev_per_a": [[0.1, 0.0, 0.3], [-0.3, 0.9, 0.6], [-1.0, -1.5, -0.8], [0.7, 1.0, -0.4], [0.0, 0.1, 0.2], [0.0, -0.1, 0.0], [-0.3, -0.1, 0.2], [0.4, -0.4, 0.0], [0.3, -0.1, 0.1], [0.1, 0.0, -0.2], [-0.5, -0.5, 0.2], [-0.5, -0.1, 0.1], [-0.1, -1.0, -0.6], [1.3, 0.5, -0.4], [0.0, 0.4, -0.4], [0.1, -0.1, 0.1], [0.0, 0.2, 0.5], [-0.1, 0.4, 0.6], [-0.5, 0.2, -0.1], [0.3, 0.0, 0.0], [3.0, -1.4, 1.1], [-2.8, 0.7, -1.4], [-2.8, 2.7, 1.4], [-0.3, -0.5, -1.1], [1.0, -0.3, 1.1], [0.4, -0.1, -0.1], [0.7, 0.2, 0.2], [0.3, -0.3, 0.3], [0.3, -0.4, -0.1], [-0.8, -0.1, -0.9], [0.7, -0.3, -0.4], [0.3, -0.3, -0.1], [2.9, -2.6, -2.3], [-0.5, 0.5, 1.8], [-0.6, 2.3, 1.7], [-0.4, -1.1, -0.2], [-1.4, -0.2, -0.6], [0.1, -0.5, -0.2], [0.7, 0.2, -0.1], [-0.6, 0.9, 0.0], [-0.2, 0.0, -0.3], [0.8, -0.1, 0.7], [-0.6, 0.5, -0.2], [-0.1, 0.0, -0.3], [0.3, -1.7, 2.6], [0.8, 1.1, -1.3], [1.3, 0.9, -1.0], [-1.0, 0.0, 0.2], [-0.8, -1.2, 1.0], [-0.8, 0.0, -0.3], [0.1, 0.3, -0.2], [0.0, 0.0, -0.7], [0.3, 0.3, 0.2], [0.1, 0.7, -0.3], [0.1, -0.2, -0.4], [-0.3, -0.1, 0.2], [-0.4, -0.9, 0.9], [0.4, 0.2, 1.1], [2.0, -0.2, -3.0], [-1.3, -0.1, 1.5], [0.2, 0.7, 0.1], [-0.1, 0.4, -0.3], [-0.5, -0.2, -0.3], [0.0, 0.3, -0.5], [0.1, -0.4, 0.8], [-0.8, -0.3, -0.1], [-0.1, 0.3, -0.2], [0.5, 0.1, 0.0], [-2.2, 1.1, -1.8], [0.2, -0.8, 0.9], [2.7, -0.5, 0.1], [-0.4, -0.2, -0.1], [-0.2, 1.9, -0.2], [-0.2, 0.0, -0.1], [-0.2, -0.5, 0.8], [0.6, -0.4, 0.1], [0.0, 0.0, 0.2], [-0.4, -0.7, -0.4], [0.3, 0.0, 0.6], [-0.2, 0.1, -0.2], [-0.9, -1.9, -2.3], [0.1, 1.9, 2.7], [0.5, 1.7, 0.9], [0.6, 0.3, -0.1], [-0.4, -1.0, 0.0], [0.4, -0.3, -0.3], [-0.2, -0.2, 0.0], [-0.9, -0.6, -0.4], [0.5, -0.4, -0.8], [0.0, -0.4, 0.1], [0.3, 0.8, -0.4], [0.0, 0.0, 0.6], [3.8, 0.0, 1.1], [-2.6, 0.3, -1.6], [-1.7, 0.1, -1.5], [0.6, 0.2, 0.1], [-0.9, -0.2, 1.3], [0.2, -0.2, 0.2], [0.1, 0.1, 0.1], [0.2, 0.2, 0.4], [0.1, -0.1, -0.1], [0.0, -0.4, 0.1], [0.6, 0.1, -0.2], [-0.4, -0.2, 0.0], [-1.2, 1.0, -1.4], [1.0, -1.7, 1.3], [0.1, 0.0, 0.1], [0.7, 0.1, 0.8], [-0.3, -0.3, -0.9], [0.2, 0.6, -0.8], [-0.2, 0.1, -0.1], [0.3, 0.0, 0.0], [0.1, 0.1, 0.4], [0.0, 0.1, -0.3], [0.3, 0.1, 0.3], [-0.4, -0.1, 0.3], [-0.2, 0.1, 0.2], [-0.5, 0.0, -0.1], [-1.1, 0.5, 1.7], [0.5, 1.1, -1.4], [0.2, -0.7, -1.2], [-1.7, 0.4, 0.1], [-0.5, -0.4, 0.3], [0.6, -0.1, 0.8], [0.4, -0.6, 0.7], [0.5, 0.4, -0.6], [-0.1, 0.4, -0.2], [0.2, -0.1, 0.3], [0.3, 0.0, -0.4], [0.1, -0.1, 0.2], [0.1, -0.4, 0.3], [0.4, -0.3, -0.6]], "homo_ha": -0.32243, "multiplicity": 1, "energy_ha": -3461.1383, "e_lumo_ev": 0.4, "total_charge": 0}